# 1
Formula: C8H8N4S
Source: the OMol25 dataset
Level of theory: ωB97M-V with the def2-TZVPD basis set

XYZ file:
```
21
Properties=species:S:1:pos:R:3:forces:R:3
C 2.81595 1.18432 0.00462 -0.061 -0.182 0.339
C 1.87491 0.01003 0.00537 0.169 -0.267 -0.134
C 2.32883 -1.33759 -0.00944 0.596 -0.319 0.114
C 1.30707 -2.25413 -0.00304 0.071 0.654 -0.088
S -0.22706 -1.50476 -0.00835 0.400 0.154 0.058
C 0.49920 0.07734 0.00535 -0.601 -0.047 -0.029
C -0.22645 1.33885 -0.00503 -0.418 -0.039 0.012
N -1.47850 1.64958 -0.01051 0.667 -0.308 0.057
N -2.34371 0.53818 0.00085 -0.088 -0.015 -0.067
C -2.93434 -0.04356 1.07712 -0.071 0.012 0.357
N -3.80559 -0.93816 0.68912 0.154 0.198 -0.053
N -3.82041 -0.92995 -0.68428 0.470 0.400 -0.021
C -2.94787 -0.02678 -1.07444 -0.459 -0.474 0.395
H 2.62163 1.85496 0.84536 0.172 -0.179 0.103
H 3.84160 0.81214 0.05103 -0.097 0.221 0.075
H 2.71570 1.80235 -0.87587 -0.027 0.028 -0.442
H 3.40344 -1.61624 -0.00756 -0.940 0.229 -0.009
H 1.38774 -3.32706 -0.00819 -0.006 -0.075 0.003
H 0.41529 2.21209 -0.01254 0.031 0.107 -0.002
H -2.70410 0.24359 2.09839 -0.040 -0.159 -0.281
H -2.72335 0.25483 -2.07796 0.077 0.060 -0.387
```
Positions in Å, forces in eV/Å.

Values from the calculation:
* E_HOMO: -9.3 eV
* LUMO level: -0.432 eV
* SMILES: Cc1ccsc1/C=N\n1cnnc1
* multiplicity: 1
* relative energy (zero: lowest compared OMol25 entry of this formula, charge and spin): 1.713 eV

Atom charges from the Löwdin analysis, given in e for atoms 1 to 6:
1. C -0.042
2. C -0.315
3. C -0.139
4. C -0.382
5. S 1.075
6. C -0.441


# 2
Formula: C30H36N6O3PdS
Source: the OMol25 dataset
Level of theory: ωB97M-V with the def2-TZVPD basis set

XYZ file:
```
77
Properties=species:S:1:pos:R:3:forces:R:3
Pd -0.00603 -0.09973 0.08721 -0.033 0.003 0.113
C 4.15262 2.54701 -0.28020 0.050 -0.013 -0.022
O 4.44318 1.14375 -0.21644 -0.113 0.029 0.042
C 4.11048 0.57226 0.96769 0.022 -0.063 -0.027
C 5.06092 0.21378 1.85914 0.035 0.039 -0.022
C 4.75834 -0.48253 3.08045 0.011 0.004 -0.002
C 3.48884 -0.76986 3.38714 -0.077 0.006 -0.026
C 2.38251 -0.39490 2.50598 0.050 0.011 0.022
C 1.15536 -0.54491 3.06156 0.056 0.043 -0.056
N -0.05590 -0.16252 2.47326 -0.079 -0.095 -0.051
N -1.01269 -0.92373 2.71340 0.028 0.037 0.036
C -2.16348 -0.60787 1.91527 -0.020 -0.033 -0.041
O -2.00451 -0.41233 0.69764 0.019 0.017 -0.027
C -3.44903 -0.62580 2.56611 0.005 0.007 0.013
C -3.55596 -0.97697 3.91893 0.001 0.004 0.006
C -4.79448 -0.95457 4.53038 -0.001 -0.001 0.001
C -5.91866 -0.58889 3.79957 0.003 0.000 0.002
C -5.81778 -0.24413 2.45336 -0.002 0.001 -0.007
C -4.58755 -0.26204 1.83216 -0.001 -0.006 -0.002
C 2.72863 0.16459 1.15903 -0.004 -0.042 0.009
O 1.97908 0.26641 0.15650 0.031 0.041 0.019
H 4.33156 2.85507 -1.30622 0.000 -0.015 0.005
H 4.81618 3.09810 0.38711 -0.007 0.017 0.012
H 3.11308 2.74483 -0.00676 -0.011 -0.006 -0.011
H 6.08938 0.45236 1.61606 0.002 0.000 0.010
H 5.56503 -0.73793 3.75234 -0.007 -0.005 0.009
H 3.23261 -1.24630 4.32381 0.020 -0.008 0.003
H 1.07284 -0.97198 4.05670 -0.002 0.008 0.008
H -2.67986 -1.28409 4.47320 -0.004 0.002 0.000
H -4.88986 -1.22877 5.57153 0.001 -0.001 -0.001
H -6.88728 -0.57664 4.28166 0.000 0.000 -0.001
H -6.70270 0.03423 1.89838 0.000 0.001 0.001
H -4.48862 0.00162 0.78783 -0.003 0.001 0.004
N -1.07794 7.15990 -1.01072 0.004 -0.004 -0.002
C -0.91910 6.03900 -0.82402 -0.010 0.013 0.002
C -0.71949 4.63617 -0.58689 0.011 0.016 -0.009
C 0.16909 3.91008 -1.37421 -0.012 -0.007 0.014
C 0.33624 2.56725 -1.10725 0.006 0.020 0.005
N -0.33331 1.94426 -0.12826 0.031 0.017 -0.027
C -1.18682 2.64232 0.62714 -0.014 0.007 -0.016
C -1.40779 3.99076 0.43461 0.008 -0.017 -0.007
H 0.71691 4.38298 -2.17633 0.004 -0.004 0.000
H 1.02888 1.96433 -1.68031 0.003 -0.004 0.001
H -1.70600 2.10272 1.40562 0.002 -0.012 0.016
H -2.10141 4.52732 1.06537 0.000 0.001 0.002
C 0.62358 -6.53408 -2.04744 -0.001 0.003 0.007
C 1.60874 -6.74878 -0.89932 0.003 0.001 -0.001
C 1.83668 -5.53987 0.00701 -0.008 0.001 -0.004
C 2.58357 -4.36678 -0.61893 -0.008 -0.001 -0.006
N 1.81791 -3.65791 -1.65437 0.005 -0.012 0.032
C 0.87678 -2.75035 -1.45397 -0.013 0.016 -0.068
S 0.41319 -2.36817 0.17547 -0.013 -0.011 0.010
N 0.31360 -2.16875 -2.51404 0.024 -0.010 0.029
C -1.02759 -1.57700 -2.58066 -0.038 0.017 0.022
C -1.84801 -2.24433 -3.67922 0.014 -0.012 0.004
C -2.02834 -3.74949 -3.48426 0.000 0.009 0.007
C -2.68243 -4.11996 -2.15760 0.000 -0.001 -0.008
H 0.32658 -7.48891 -2.47905 -0.001 0.002 -0.004
H 1.04591 -5.94823 -2.86760 0.007 -0.003 0.000
H -0.28374 -6.03075 -1.70172 0.002 -0.003 -0.002
H 2.56826 -7.09797 -1.29109 0.000 0.000 0.002
H 1.23282 -7.55781 -0.27108 0.001 -0.002 0.000
H 2.42399 -5.85321 0.87350 0.005 0.001 -0.001
H 0.87780 -5.18565 0.39923 0.002 -0.001 0.002
H 3.50162 -4.70603 -1.09909 0.000 -0.001 0.000
H 2.85703 -3.63635 0.14186 0.006 0.002 -0.001
H 1.92430 -4.00142 -2.59795 0.000 0.003 -0.003
H 0.71539 -2.40042 -3.41382 0.006 -0.006 0.001
H -0.94426 -0.50328 -2.76564 0.011 -0.004 0.000
H -1.50356 -1.72394 -1.61192 0.002 0.009 -0.013
H -1.38596 -2.04137 -4.65028 -0.002 0.000 0.001
H -2.82362 -1.75263 -3.69914 0.001 0.001 0.001
H -1.06260 -4.25861 -3.57064 -0.002 -0.005 -0.009
H -2.63285 -4.12692 -4.30982 -0.004 0.000 0.002
H -2.04658 -3.87881 -1.30069 -0.003 -0.002 -0.001
H -2.89184 -5.18810 -2.11341 0.001 0.000 0.001
H -3.63065 -3.59355 -2.02874 -0.001 0.000 0.004
```
Positions in Å, forces in eV/Å.

Values from the calculation:
* E_HOMO: -14.3 eV
* LUMO level: -7.763 eV
* total charge: +2
* multiplicity: 1
* relative energy (zero: lowest compared OMol25 entry of this formula, charge and spin): 0.000 eV

Atom charges from the Löwdin analysis, given in e for atoms 1 to 6:
1. Pd 0.826
2. C -0.030
3. O -0.076
4. C -0.240
5. C 0.081
6. C -0.025


# 3
Formula: C6H15B
Source: the OMol25 dataset
Level of theory: ωB97M-V with the def2-TZVPD basis set

XYZ file:
```
22
Properties=species:S:1:pos:R:3:forces:R:3
B 1.38120 -0.13711 0.04079 -3.378 1.825 -1.870
C 1.75417 -1.35423 0.81743 1.944 -1.366 -0.286
C 2.25078 0.97725 -0.69779 1.233 -1.311 2.395
C -1.57545 -0.96700 -1.06081 0.612 0.869 -1.889
C -1.42895 -0.18356 1.33251 0.265 2.410 -0.079
C -1.18830 1.47857 -0.43750 -1.771 -0.505 -1.047
C -1.03116 0.04661 -0.09860 2.639 -0.180 0.191
H 1.35038 -1.21726 1.83535 0.134 -0.588 -0.290
H 2.91572 -1.41794 0.81573 -1.807 -0.315 0.380
H 1.31992 -2.26471 0.26309 0.513 1.177 1.146
H 3.33250 0.58202 -0.69609 -1.405 0.806 -0.377
H 2.24576 1.88054 -0.04318 0.015 -0.466 -0.294
H 1.90525 1.29582 -1.64644 -0.279 0.127 -1.016
H -0.89503 -1.02959 -1.95779 -0.792 0.050 0.616
H -2.62309 -0.81733 -1.46672 0.901 0.007 0.742
H -1.47865 -1.88283 -0.55125 -0.322 -1.559 0.291
H -2.47593 -0.17320 1.61535 -0.739 0.781 -0.459
H -0.87174 0.58823 1.89505 -0.584 -0.350 0.292
H -1.18502 -1.09378 1.72411 1.368 -2.739 0.770
H -0.67574 2.06598 0.23505 0.501 1.501 2.129
H -0.78652 1.85306 -1.32454 1.084 -0.227 -2.105
H -2.24009 1.77044 -0.59376 -0.131 0.055 0.758
```
Positions in Å, forces in eV/Å.

Values from the calculation:
* E_HOMO: -7.2 eV
* LUMO level: 0.521 eV
* multiplicity: 1
* relative energy (zero: lowest compared OMol25 entry of this formula, charge and spin): 2.994 eV

Atom charges from the Löwdin analysis, given in e for atoms 1 to 6:
1. B -0.133
2. C -0.073
3. C -0.056
4. C -0.104
5. C -0.121
6. C -0.135